{"formula": "C39H110N2O17S", "method": "ωB97M-V/def2-TZVPD", "homo_energy_ev": -8.0, "total_energy_ha": -3337.96639, "homo_lumo_gap_ha": 0.301, "charge": 0, "species": ["S", "O", "O", "O", "O", "O", "O", "O", "O", "O", "O", "O", "O", "O", "O", "O", "O", "O", "N", "N", "C", "C", "C", "C", "C", "C", "C", "C", "C", "C", "C", "C", "C", "C", "C", "C", "C", "C", "C", "C", "C", "C", "C", "C", "C", "C", "C", "C", "C", "C", "C", "C", "C", "C", "C", "C", "C", "C", "C", "H", "H", "H", "H", "H", "H", "H", "H", "H", "H", "H", "H", "H", "H", "H", "H", "H", "H", "H", "H", "H", "H", "H", "H", "H", "H", "H", "H", "H", "H", "H", "H", "H", "H", "H", "H", "H", "H", "H", "H", "H", "H", "H", "H", "H", "H", "H", "H", "H", "H", "H", "H", "H", "H", "H", "H", "H", "H", "H", "H", "H", "H", "H", "H", "H", "H", "H", "H", "H", "H", "H", "H", "H", "H", "H", "H", "H", "H", "H", "H", "H", "H", "H", "H", "H", "H", "H", "H", "H", "H", "H", "H", "H", "H", "H", "H", "H", "H", "H", "H", "H", "H", "H", "H", "H", "H", "H", "H", "H", "H"], "positions_angstrom": [[-3.653, 2.499, 1.813], [-0.942, -1.634, 2.882], [0.963, 0.820, -4.067], [-7.269, -4.527, -2.687], [3.262, -8.191, -2.096], [-3.895, 0.712, 7.878], [1.311, 4.900, -3.563], [8.668, 1.553, 3.517], [5.095, -4.682, -4.901], [2.998, 1.820, -10.186], [-0.189, -6.371, -0.424], [-7.773, -0.033, -2.889], [5.139, 0.154, 0.997], [2.862, 3.140, -7.125], [-0.081, 6.505, 4.292], [8.442, 2.858, 0.078], [-2.361, 5.032, 3.673], [4.457, -9.305, 0.991], [0.153, 5.659, 1.931], [-1.098, 3.002, 3.014], [3.961, -7.802, -3.264], [1.233, 2.600, 1.776], [1.469, -0.490, -0.964], [-0.904, 4.054, 5.453], [-2.205, -0.879, -0.566], [-1.255, 2.570, 6.027], [3.423, -8.719, 1.760], [0.107, 5.348, 3.405], [3.697, 2.208, -11.354], [0.376, 7.763, 3.684], [-2.122, 2.603, 7.457], [1.300, 2.177, -4.287], [-4.428, 0.309, 6.564], [0.188, 2.243, 2.977], [-4.017, -2.812, -1.348], [7.633, 2.139, 4.285], [-1.085, 4.256, 3.829], [3.953, -3.917, -4.564], [-7.851, -3.279, -3.016], [-1.139, -0.825, -1.811], [-4.243, 2.405, 3.581], [-3.749, -1.236, -0.984], [7.860, 4.106, -0.251], [-4.898, -5.974, -0.539], [0.510, -5.983, -1.592], [-1.838, 3.085, 1.716], [0.830, 0.565, 0.123], [0.176, -2.293, 3.447], [-2.438, 1.001, 7.804], [-8.916, 0.732, -2.552], [4.181, 3.315, -7.607], [5.821, 1.386, 1.138], [-5.211, -5.787, 1.072], [0.306, -1.579, -1.471], [1.940, 1.226, 1.136], [-5.584, 3.399, 3.685], [-3.394, -5.440, -0.985], [-3.113, -3.885, -0.497], [0.277, 5.486, -2.794], [0.328, 1.428, -0.488], [-3.091, 3.258, 7.389], [-3.298, -5.479, -2.158], [-1.540, 4.889, 6.012], [-4.994, -0.723, 6.633], [-5.858, 3.554, 4.821], [-2.595, -6.140, -0.486], [-3.501, 2.802, 4.392], [2.461, -9.141, 1.460], [0.032, -6.426, -2.468], [7.810, 1.923, 5.342], [-1.643, -1.340, -2.760], [1.074, 6.032, 1.611], [3.303, -9.161, -2.048], [0.180, -2.483, -0.717], [-4.536, 1.299, 3.850], [5.000, -8.134, -3.195], [0.275, 6.568, -2.947], [-2.211, 0.216, -0.089], [-3.622, 0.207, 5.722], [4.876, 3.266, -6.765], [-0.655, 6.228, 1.598], [0.431, -3.155, 2.826], [4.266, 4.291, -8.091], [-1.145, -0.874, 3.454], [-7.028, 0.326, -2.378], [-3.865, -3.009, -2.492], [7.632, 3.221, 4.132], [-7.346, -2.859, -3.889], [-5.725, -5.360, -1.108], [-4.239, -6.124, 1.638], [-1.741, -1.575, 0.260], [0.571, 0.486, -4.892], [3.600, -8.934, 2.816], [2.248, 0.461, 1.999], [4.274, -9.097, 0.059], [-1.917, 4.180, 1.249], [-5.272, 4.481, 3.288], [-0.148, -7.342, -0.375], [0.649, -2.069, -2.499], [2.397, -1.081, -0.514], [1.549, -6.314, -1.523], [4.123, -2.871, -4.827], [3.670, 3.297, -11.438], [0.291, 8.608, 4.523], [-1.879, 0.280, 7.037], [-9.775, 0.353, -3.111], [-5.154, 1.192, 6.220], [2.915, 1.462, 0.522], [6.899, 1.209, 1.141], [-3.284, -3.792, 0.669], [1.137, 4.802, 3.664], [8.325, 2.276, -0.691], [3.094, -4.296, -5.124], [3.039, 0.849, -10.138], [1.026, -1.607, 3.481], [-1.764, 1.833, 5.278], [5.387, -0.399, 1.758], [0.761, 2.328, 4.015], [3.756, -4.008, -3.493], [-4.427, -0.934, -0.049], [0.076, -0.044, 0.805], [3.934, -6.713, -3.349], [2.268, 3.188, -7.893], [-6.114, -6.480, 1.370], [-0.090, 1.086, 2.875], [2.143, 3.185, 2.282], [8.484, 1.761, 2.585], [-0.216, 2.065, 6.328], [3.483, -8.246, -4.141], [0.227, 4.291, 5.732], [-4.033, -0.502, -1.875], [-5.040, -7.103, -0.889], [-7.737, -2.599, -2.169], [-1.396, 2.960, 8.329], [-6.488, 3.011, 3.052], [1.894, 0.059, -1.930], [3.219, 1.765, -12.231], [-0.072, -2.634, 4.455], [3.422, -7.637, 1.607], [1.745, 2.585, -3.376], [-8.914, -3.417, -3.228], [4.736, 1.877, -11.285], [2.021, 2.247, -5.104], [-5.387, -4.658, 1.330], [-0.918, 0.289, -2.135], [0.398, 2.742, -4.533], [-1.960, -3.669, -0.683], [5.517, 1.868, 2.070], [-2.324, 5.602, 2.850], [8.365, 4.526, -1.124], [-9.113, 0.641, -1.481], [0.453, 5.270, -1.738], [6.671, 1.716, 3.985], [7.975, 4.786, 0.596], [-1.378, 2.425, 0.833], [-7.386, -5.109, -3.456], [-0.455, 8.061, 2.881], [1.445, 7.727, 3.207], [5.563, 2.033, 0.295], [4.418, 2.521, -8.319], [0.483, -4.894, -1.676], [-5.147, -3.039, -1.109], [1.127, 5.108, -4.495], [0.829, 3.308, 0.938], [5.841, -4.323, -4.390], [6.797, 3.968, -0.463], [-2.001, 0.694, 8.871], [-0.686, 5.063, -3.094], [-8.746, 1.779, -2.815]]}